{"formula": "C38H40EuN9OP", "method": "ωB97M-V/def2-TZVPD", "total_charge": 2, "spin_multiplicity": 8, "s_squared": 15.76, "homo_lumo_gap_ev": [6.518, 7.556], "total_energy_ev": -84119.68103, "species": ["Eu", "P", "O", "N", "N", "N", "N", "N", "N", "N", "N", "N", "C", "C", "C", "C", "C", "C", "C", "C", "C", "C", "C", "C", "C", "C", "C", "C", "C", "C", "C", "C", "C", "C", "C", "C", "C", "C", "C", "C", "C", "C", "C", "C", "C", "C", "C", "C", "C", "C", "H", "H", "H", "H", "H", "H", "H", "H", "H", "H", "H", "H", "H", "H", "H", "H", "H", "H", "H", "H", "H", "H", "H", "H", "H", "H", "H", "H", "H", "H", "H", "H", "H", "H", "H", "H", "H", "H", "H", "H"], "coordinates": [[0.35507, 0.42161, 0.74918], [-0.22879, -1.80537, -0.98577], [-0.16208, -1.26340, 3.15387], [-0.55676, 1.50844, 2.94816], [1.59485, 0.90762, 3.76384], [-2.15505, 2.14806, 4.53264], [-0.86072, 3.84536, -1.15241], [-0.59534, -1.80143, 1.95665], [-0.18422, 3.06890, -3.24016], [2.74970, -0.14321, -0.02183], [0.18703, 1.80235, -1.28886], [1.95129, 0.57730, 2.48953], [-2.43841, -5.77581, -0.02392], [3.01508, -3.37629, -3.84621], [-2.31561, -0.01187, -1.07374], [-2.01606, -4.97971, 1.02250], [0.51935, 1.81998, 7.69655], [-1.15028, 3.59068, 0.24116], [-0.93334, -3.02505, 1.96930], [-1.75160, 1.89184, 3.29203], [-1.71227, 2.28182, 6.91837], [-0.85648, 5.25421, -1.53857], [-1.51827, -4.19234, -1.57367], [0.03714, 1.68227, 5.34403], [0.95374, -2.43173, -2.22451], [0.40408, 1.37544, 3.96677], [1.79477, -3.45501, -1.77808], [-0.27266, 2.87735, -1.89152], [-1.35644, -3.76866, 0.78956], [4.52521, -0.85398, -1.46168], [3.51295, -0.48021, 1.03988], [-2.18442, -5.38290, -1.32896], [2.81548, -3.92590, -2.58563], [-1.60261, -0.93734, -1.84473], [2.19600, -2.34934, -4.28822], [-1.97519, -1.13575, -3.17101], [-1.10506, -3.36552, -0.53314], [5.28629, -1.24143, -0.37297], [4.77012, -1.05257, 0.89959], [-0.80911, 2.16072, 7.95467], [3.26667, -0.31870, -1.23386], [-1.29740, 3.57744, -4.03224], [-3.70076, 0.52936, -2.95554], [1.17140, -1.87166, -3.47996], [-3.35568, 0.71759, -1.62390], [3.00217, -0.14756, 2.37073], [0.94108, 1.58224, 6.40647], [-3.01851, -0.40279, -3.72162], [0.80169, 2.32382, -4.00188], [-1.28582, 2.04484, 5.61792], [3.55804, -0.47100, 3.24825], [-0.26177, 3.69271, 0.87352], [0.54676, -1.06226, -3.83807], [-4.50674, 1.10305, -3.39410], [-0.47293, 5.84858, -0.70863], [-0.20715, 5.41661, -2.39310], [-1.71158, 2.76618, -4.63843], [-1.13552, 2.33082, 8.97114], [1.96502, 1.31762, 6.18835], [6.27058, -1.66828, -0.51045], [2.64714, -0.01978, -2.07010], [-1.86064, 5.60709, -1.78032], [5.34423, -1.31990, 1.77701], [3.80568, -3.75298, -4.48167], [-0.96923, 4.37350, -4.70195], [1.74808, 2.30453, -3.46231], [2.34415, -1.92180, -5.27182], [-1.90207, 4.30407, 0.57576], [-2.08974, 3.95540, -3.39428], [-2.49231, -6.00592, -2.15809], [4.89303, -0.96326, -2.47199], [-1.56162, 2.58627, 0.35049], [-3.90546, 1.42716, -1.01810], [0.47611, 1.30014, -4.22865], [-1.30298, -3.91448, -2.59674], [-1.45775, -1.86038, -3.78521], [-2.95080, -6.70675, 0.17689], [-2.73997, 2.56532, 7.11285], [-2.08700, 0.10548, -0.00973], [-0.14635, -1.94366, 3.84553], [3.45284, -4.72723, -2.23458], [1.22035, 1.74204, 8.51618], [0.46632, 1.14467, -2.01209], [-2.49681, 2.01982, 2.51438], [0.96411, 2.83585, -4.94868], [-3.10726, 2.42951, 4.70470], [-3.30467, -0.57128, -4.75197], [-2.20390, -5.29233, 2.04301], [1.63581, -3.88630, -0.79540], [-0.91620, -3.58254, 2.90954]], "forces_ev_per_a": [[-0.73, 0.41, -0.45], [-0.50, -0.82, -0.68], [-0.10, -0.10, 0.21], [0.17, 0.28, 0.38], [0.17, 0.13, 0.81], [-0.20, 0.06, 0.09], [-0.27, 0.26, 0.01], [-0.14, -0.03, 0.10], [0.17, 0.22, -0.11], [0.44, -0.02, 0.20], [0.24, 0.52, -0.49], [0.65, 0.10, 0.39], [-0.02, -0.07, -0.04], [0.02, 0.00, -0.01], [0.01, -0.21, -0.06], [0.03, 0.13, 0.11], [0.07, -0.01, 0.04], [0.01, -0.04, -0.13], [0.02, 0.04, 0.12], [0.19, -0.02, -0.13], [-0.15, 0.08, 0.05], [-0.01, -0.01, -0.01], [-0.04, -0.07, 0.10], [-0.32, 0.14, 0.16], [-0.09, 0.06, 0.02], [0.32, -0.42, -0.52], [-0.06, 0.06, -0.09], [0.09, -0.46, 0.14], [-0.07, -0.13, -0.41], [0.13, -0.04, 0.04], [0.13, -0.07, -0.33], [0.02, 0.02, -0.02], [0.01, -0.04, 0.04], [0.16, -0.03, 0.06], [0.02, 0.04, -0.06], [-0.05, 0.08, 0.01], [0.13, 0.01, 0.04], [-0.06, 0.01, -0.12], [-0.07, 0.03, 0.14], [0.00, -0.01, -0.09], [-0.11, 0.02, -0.02], [-0.06, -0.02, 0.02], [0.00, 0.07, -0.01], [0.02, 0.02, 0.06], [-0.05, 0.02, 0.08], [-0.19, 0.34, 0.32], [-0.05, 0.04, -0.02], [0.03, -0.04, -0.06], [-0.06, 0.01, 0.09], [0.51, -0.12, 0.03], [-0.01, 0.03, 0.04], [0.01, -0.02, 0.04], [0.03, -0.02, 0.00], [-0.02, -0.02, 0.02], [0.01, 0.00, 0.00], [0.01, -0.05, -0.04], [-0.02, 0.01, 0.01], [0.00, 0.03, 0.00], [0.00, -0.02, 0.02], [-0.01, -0.01, 0.01], [-0.01, -0.01, 0.00], [0.01, 0.02, 0.01], [-0.02, 0.01, 0.00], [-0.01, 0.00, -0.01], [0.01, 0.01, 0.03], [0.01, -0.07, -0.02], [0.01, -0.01, 0.01], [0.01, 0.00, 0.04], [0.01, -0.01, 0.04], [-0.01, 0.00, 0.01], [-0.03, 0.00, 0.00], [-0.03, -0.02, 0.01], [-0.01, -0.01, 0.00], [0.00, 0.00, 0.01], [0.00, 0.02, -0.02], [-0.03, -0.02, 0.02], [0.00, 0.01, 0.00], [0.01, -0.03, 0.00], [-0.18, -0.02, -0.21], [0.02, -0.14, 0.06], [0.00, 0.00, -0.01], [0.00, -0.01, -0.01], [-0.05, -0.11, 0.00], [-0.07, -0.01, 0.04], [0.00, 0.00, 0.00], [-0.05, 0.01, -0.08], [0.01, 0.02, 0.01], [0.02, -0.01, -0.01], [0.04, -0.05, -0.02], [0.01, 0.02, 0.02]], "lowdin_charge": [1.43, 1.03, -0.09, 0.02, 0.06, 0.14, -0.14, -0.10, -0.15, 0.01, 0.00, -0.14, -0.04, -0.07, -0.16, -0.02, -0.04, -0.08, -0.08, -0.15, 0.00, -0.03, -0.07, -0.09, -0.40, -0.29, -0.10, -0.44, -0.21, -0.03, -0.26, -0.04, -0.06, -0.37, -0.06, -0.09, -0.28, -0.02, 0.00, -0.04, -0.13, -0.04, -0.06, -0.12, -0.07, -0.06, 0.00, -0.05, -0.05, -0.17, 0.14, 0.09, 0.08, 0.12, 0.10, 0.09, 0.09, 0.12, 0.12, 0.12, 0.10, 0.10, 0.12, 0.11, 0.10, 0.09, 0.11, 0.10, 0.08, 0.12, 0.12, 0.04, 0.11, 0.08, 0.11, 0.10, 0.12, 0.12, 0.05, 0.11, 0.11, 0.12, 0.01, 0.13, 0.10, 0.17, 0.12, 0.12, 0.11, 0.14]}

---

{"formula": "C38H40N6OPbS2", "method": "ωB97M-V/def2-TZVPD", "total_charge": -2, "spin_multiplicity": 1, "homo_lumo_gap_ev": 5.663, "total_energy_ev": -77960.98993, "species": ["Pb", "S", "S", "O", "N", "N", "N", "N", "N", "N", "C", "C", "C", "C", "C", "C", "C", "C", "C", "C", "C", "C", "C", "C", "C", "C", "C", "C", "C", "C", "C", "C", "C", "C", "C", "C", "C", "C", "C", "C", "C", "C", "C", "C", "C", "C", "C", "C", "H", "H", "H", "H", "H", "H", "H", "H", "H", "H", "H", "H", "H", "H", "H", "H", "H", "H", "H", "H", "H", "H", "H", "H", "H", "H", "H", "H", "H", "H", "H", "H", "H", "H", "H", "H", "H", "H", "H", "H"], "coordinates": [[-0.95185, -0.34216, -0.68220], [-2.60673, -2.42875, 0.50432], [-1.43344, -4.84625, 1.85725], [-1.08779, -1.07873, -3.18245], [-0.91067, 1.86598, -1.94507], [-2.63633, 1.39230, -0.06636], [0.03070, -2.86288, -1.13837], [-0.39459, 0.09511, 1.72826], [1.42751, 0.12363, -0.14707], [-0.32961, -3.74500, -0.17865], [1.49283, -2.15564, 5.32008], [-1.90334, -3.78925, 3.28235], [1.19720, 2.94830, -2.69894], [-3.34997, 1.01590, 1.12073], [2.32100, 0.03977, -1.26720], [-4.34259, 4.56198, -0.92217], [-0.71894, -3.22222, 3.99583], [-1.88509, 2.72714, -1.85536], [2.11283, 1.65995, 3.93252], [-0.02325, -1.39859, -3.78826], [-1.49322, 0.11633, 2.64503], [0.32991, -2.64680, 3.28256], [0.76758, 0.57211, 2.05593], [0.45419, -2.71810, 6.04015], [0.86175, -2.45003, -3.35785], [-2.49039, 1.25218, 2.37758], [-0.64158, -3.25205, 5.38426], [-2.04542, 3.78739, -2.79636], [3.86132, 0.49530, 2.63678], [-4.06299, 5.11660, -2.16065], [0.29557, -4.79273, -2.59098], [1.42691, -2.12197, 3.93829], [0.08636, 1.92686, -2.98181], [2.01513, 2.59645, -1.45953], [0.42446, -3.32081, -2.26833], [1.84831, 0.32136, 1.07239], [2.38944, -1.98200, -5.18526], [-2.80156, 2.52130, -0.69815], [2.02840, -2.70951, -4.06281], [2.95731, 1.39860, -1.62760], [0.34246, -0.74995, -5.00471], [3.20643, 0.20160, 1.46186], [0.98037, 1.36996, 3.21758], [-1.33880, -3.57095, 0.57397], [-2.99279, 4.76298, -2.96999], [1.52033, -1.00472, -5.65782], [-3.75382, 3.49851, -0.27981], [3.40895, 1.19715, 3.74395], [-5.15063, 5.04511, -0.37414], [-3.57351, -0.05290, 1.04391], [3.32046, -2.18907, -5.70294], [-2.02441, -0.83140, 2.51563], [-1.94596, 2.19146, 2.24950], [3.83667, -0.26206, 0.71007], [-4.69577, 5.92821, -2.50341], [-0.75804, -5.00714, -2.77868], [3.32266, 1.34324, -2.65673], [-1.29506, 3.78805, -3.57618], [0.87565, -5.07370, -3.46903], [1.31724, 2.38256, -0.65057], [-1.14891, 0.16190, 3.69225], [0.59255, -5.37577, -1.71932], [-4.14929, 3.33270, 0.71610], [4.90747, 0.19277, 2.66710], [-1.44190, -3.70050, 5.96153], [0.74195, 3.93382, -2.54958], [-2.51784, -3.00607, 2.81861], [-3.14226, 1.33997, 3.25420], [0.50367, -2.74630, 7.12063], [0.29502, -2.61219, 2.20478], [2.22551, -1.67199, 3.36801], [1.85442, 3.00019, -3.57522], [1.78183, -0.44395, -6.55216], [1.96783, 2.30398, 4.79777], [3.12566, -0.69591, -1.10825], [3.82334, 1.55399, -0.97905], [4.13637, 1.43244, 4.51376], [-2.86541, 5.37639, -3.86088], [2.34846, -1.73550, 5.82971], [1.73512, -0.33049, -2.10620], [-2.51702, -4.39858, 3.94683], [2.70032, -3.48627, -3.70843], [-0.34459, -0.00381, -5.38246], [0.08429, 1.84583, 3.59622], [-0.35423, 2.14109, -3.96869], [0.53838, 0.94212, -3.05266], [2.60978, 3.47304, -1.17624], [-4.31229, 1.53912, 1.24628]], "forces_ev_per_a": [[0.03, -0.09, -0.80], [-0.69, -0.19, 0.00], [-0.10, 0.09, 0.33], [-0.16, -0.03, -0.12], [-0.34, 0.53, 0.36], [0.06, 0.59, -0.24], [0.12, 0.68, -0.54], [0.52, 0.03, 0.02], [0.21, 0.28, 0.70], [0.90, -1.26, 0.32], [0.08, 0.06, 0.14], [0.02, -0.42, -0.53], [-0.19, -0.09, 0.15], [-0.39, 0.37, 0.30], [0.36, -0.07, -0.03], [0.05, 0.05, -0.12], [0.07, 0.02, 0.13], [0.80, -0.24, -0.36], [0.03, -0.13, 0.03], [-0.15, -0.21, -0.32], [-0.21, 0.24, 0.59], [0.00, -0.03, 0.02], [-0.73, -0.29, 0.13], [0.12, 0.02, 0.20], [-0.21, 0.49, -0.15], [0.01, -0.20, -0.06], [-0.08, -0.02, -0.09], [0.19, 0.15, -0.49], [0.00, 0.20, 0.01], [-0.32, 0.37, -0.15], [0.17, 0.04, 0.27], [0.00, 0.06, -0.05], [0.01, 0.40, -0.31], [0.14, 0.17, -0.22], [-0.35, -0.83, 0.33], [0.06, -0.09, -0.92], [0.47, -0.23, -0.10], [-0.32, -0.61, 0.61], [0.11, 0.00, 0.01], [-0.11, -0.04, 0.23], [0.06, 0.25, -0.18], [0.45, -0.27, -0.10], [-0.13, 0.51, 0.29], [-0.38, -0.03, -0.07], [-0.10, 0.01, 0.09], [0.01, 0.07, -0.13], [-0.21, 0.17, 0.46], [0.42, 0.01, 0.35], [0.05, -0.05, 0.05], [-0.05, 0.08, 0.08], [-0.01, 0.00, 0.07], [-0.01, 0.06, 0.09], [-0.06, 0.11, 0.11], [-0.06, 0.00, -0.03], [0.01, 0.04, 0.05], [-0.04, -0.06, -0.04], [0.07, 0.01, -0.04], [0.01, -0.04, 0.03], [-0.02, 0.06, 0.03], [0.07, 0.17, 0.15], [-0.04, -0.02, -0.15], [-0.01, -0.13, 0.01], [0.02, -0.07, -0.09], [-0.05, 0.04, -0.03], [-0.08, -0.03, -0.03], [0.04, -0.02, -0.10], [-0.05, -0.11, 0.22], [-0.02, 0.03, -0.04], [-0.02, -0.01, 0.10], [-0.02, -0.01, -0.12], [0.09, 0.07, -0.06], [-0.02, 0.06, -0.01], [-0.07, -0.02, 0.01], [-0.06, -0.04, -0.02], [-0.09, 0.00, -0.09], [0.03, -0.02, -0.01], [0.01, 0.00, 0.00], [0.02, -0.08, 0.00], [0.07, 0.05, 0.05], [0.10, -0.10, -0.09], [-0.02, 0.06, 0.01], [-0.06, -0.08, 0.02], [-0.06, 0.06, 0.04], [-0.08, -0.07, -0.01], [0.05, -0.15, 0.10], [-0.05, -0.03, -0.15], [-0.07, -0.06, 0.04], [0.12, -0.15, -0.10]], "lowdin_charge": [1.36, 0.49, 0.82, -0.21, -0.04, -0.08, -0.02, -0.04, -0.08, -0.11, -0.10, -0.46, -0.18, -0.27, -0.24, -0.14, -0.29, -0.23, -0.13, -0.46, -0.28, -0.04, -0.26, -0.12, -0.16, -0.16, -0.07, -0.05, -0.14, -0.17, -0.03, -0.07, -0.25, -0.21, -0.29, -0.25, -0.16, -0.23, -0.09, -0.17, -0.06, -0.05, -0.04, -1.13, -0.14, -0.14, -0.05, -0.17, 0.09, 0.05, 0.07, 0.05, 0.11, 0.09, 0.07, 0.09, 0.11, 0.08, 0.06, 0.10, 0.11, 0.06, 0.08, 0.09, 0.10, 0.10, 0.00, 0.10, 0.09, 0.09, 0.09, 0.11, 0.08, 0.09, 0.11, 0.09, 0.07, 0.09, 0.09, 0.07, 0.06, 0.10, 0.10, 0.09, 0.11, 0.06, 0.10, 0.09]}